Entry A
The following is a quantum chemistry calculation of the molecule C5H8N2, from OMol25.

Element x y z (Å)
C: -1.6736 0.2619 1.1786
C: -0.4820 -0.1376 0.3580
C: 0.7569 0.6985 -0.0117
C: 1.2598 0.8655 -1.4255
N: 0.4564 0.2542 -2.2664
C: 1.5425 -0.4844 0.5366
N: 0.3778 -1.1132 0.7892
H: -1.3929 0.6729 2.1631
H: -2.2714 1.0207 0.6634
H: -2.3263 -0.6026 1.3581
H: 0.8320 1.6240 0.5695
H: -0.3951 -0.2267 -1.9570
H: 0.7095 0.1835 -3.2434
H: 2.4128 -0.9823 0.1103
H: 0.1934 -2.0344 1.1770

Computed properties:
total charge	0
Kohn-Sham gap (spin up / spin down)	7.8 / 7.8	eV
LUMO energy (spin up / spin down)	0.76 / 0.75	eV

Entry B
The following is a quantum chemistry calculation of the molecule C5H8N2, from OMol25.

Element x y z (Å)
C: 1.8096 -1.5549 -0.0101
C: 0.6698 -0.6135 0.2326
C: -0.3665 -0.7511 1.1216
N: -1.2934 0.2312 0.8527
C: -0.8629 0.9919 -0.2005
N: -1.7254 1.9528 -0.7744
C: 0.3672 0.5183 -0.5813
H: 1.6225 -2.1067 -0.9398
H: 2.7626 -1.0293 -0.1344
H: 1.9216 -2.2911 0.7913
H: -0.5295 -1.4726 1.9114
H: -2.2178 0.3013 1.2451
H: -1.6106 2.8799 -0.3802
H: -1.5389 2.0147 -1.7687
H: 0.9919 0.9290 -1.3655

Computed properties:
total charge	0
Kohn-Sham gap	8.8	eV
LUMO energy	1.04	eV

Entry C
The following is a quantum chemistry calculation of the molecule C5H8N2, from OMol25.

Element x y z (Å)
C: 2.1494 0.5079 -1.8669
C: 0.7856 0.1938 0.2028
C: 1.9037 0.0394 -0.4529
N: -1.2290 -1.7906 1.0112
C: -1.4352 -0.5320 1.0454
N: -2.6440 0.0984 1.3329
C: -0.3112 0.4313 0.8810
H: 1.9534 -0.2874 -2.5945
H: 1.5112 1.3608 -2.1101
H: 3.1927 0.8157 -1.9883
H: 2.7228 -0.4658 0.0592
H: -2.1047 -2.3031 1.1438
H: -2.7947 0.9890 0.8814
H: -3.4619 -0.4950 1.3043
H: -0.4082 1.3813 1.4076

Computed properties:
total charge	0
Kohn-Sham gap	10.2	eV
LUMO energy	0.98	eV

Entry D
The following is a quantum chemistry calculation of the molecule C5H8N2, from OMol25.

Element x y z (Å)
C: -0.5649 -0.1503 -2.3617
N: -0.0241 -0.4278 -1.2244
C: -0.4539 -1.4726 -0.3570
C: -0.3975 -0.9446 0.8519
C: 0.0588 0.4637 0.6600
C: 0.9726 1.1289 1.6009
N: 0.5195 0.5953 -0.6419
H: -1.0234 -0.9839 -2.8168
H: -0.2544 0.7638 -2.8290
H: -1.0052 1.0163 0.5241
H: -0.7979 -2.4116 -0.7618
H: -0.6702 -1.3871 1.7930
H: 1.8763 0.5325 1.6921
H: 0.4940 1.1449 2.5678
H: 1.2704 2.1326 1.3030

Computed properties:
total charge	0
Kohn-Sham gap (spin up / spin down)	7.9 / 7.9	eV
LUMO energy (spin up / spin down)	0.80 / 0.79	eV

Order of stability, best first: entry B, entry C, entry D, entry A

Entry A
The following is a quantum chemistry calculation of the molecule C5H8N2, from OMol25.

Element x y z (Å)
C: 1.3840 1.0472 1.6666
C: 0.6318 0.2862 0.6161
C: 0.8459 -1.0191 0.2615
N: -0.0709 -1.3564 -0.7083
C: -0.8695 -0.2804 -0.9784
N: -1.8922 -0.4564 -1.9364
C: -0.4639 0.7601 -0.1774
H: 1.9398 1.8893 1.2378
H: 0.7126 1.4541 2.4318
H: 2.1050 0.3962 2.1728
H: 1.5509 -1.7448 0.6432
H: -0.0471 -2.1740 -1.2947
H: -2.6647 -0.9791 -1.5345
H: -2.2542 0.4293 -2.2659
H: -0.9075 1.7480 -0.1341

Computed properties:
total charge	0
Kohn-Sham gap	8.7	eV
LUMO energy	1.04	eV

Entry B
The following is a quantum chemistry calculation of the molecule C5H8N2, from OMol25.

Element x y z (Å)
C: -1.6229 -1.2959 0.0707
C: -0.2229 -0.7843 -0.1508
C: 1.5098 0.6099 0.1241
C: 0.0103 0.6039 -0.0030
C: -0.7802 1.6237 -0.1855
H: -2.0489 -0.7991 1.0052
H: -2.3498 -0.7772 -0.7063
H: -1.6289 -2.3317 -0.0158
H: 2.7648 -0.9684 0.0156
H: 2.2231 1.3816 -0.3305
H: 1.6479 0.7732 1.2752
H: -0.4521 2.6536 -0.1327
H: -1.7761 1.5901 -0.5713
N: 0.8333 -1.5650 -0.1311
N: 1.8925 -0.7144 -0.2638

Computed properties:
total charge	0
Kohn-Sham gap	8.5	eV
LUMO energy	0.70	eV

Entry C
The following is a quantum chemistry calculation of the molecule C5H8N2, from OMol25.

Element x y z (Å)
C: -1.5223 0.1273 0.5630
C: -1.0212 -0.2592 -0.8409
N: 0.4847 -0.4669 -0.9194
C: 1.1004 -1.1076 0.1847
C: 1.6991 -0.1374 0.9132
N: 1.5858 1.1049 0.2833
C: 0.9340 0.8384 -0.7961
H: -2.5968 -0.0662 0.6437
H: -1.0183 -0.4745 1.3225
H: -1.3454 1.1802 0.8193
H: -1.2938 0.5440 -1.5428
H: -1.4851 -1.1734 -1.1914
H: 1.0977 -2.1830 0.3301
H: 2.1932 -0.2062 1.8733
H: 0.6654 1.5318 -1.5825

Computed properties:
total charge	0
Kohn-Sham gap	10.1	eV
LUMO energy	1.02	eV

Order of stability, best first: entry A, entry C, entry B

Entry A
The following is a quantum chemistry calculation of a 2-piece molecular cluster, C5H8N2 overall, from OMol25.

Element x y z (Å)
N: 1.8279 0.4626 -0.4739
C: 1.2513 -0.2580 0.5585
C: 0.3183 0.2378 1.5401
N: 1.3178 0.2684 2.2694
C: -0.8461 -0.8932 -0.7295
C: -1.3950 0.4660 -0.9957
C: -1.8598 -0.5484 0.0004
H: 2.8182 0.3106 -0.6059
H: 1.5534 1.4273 -0.5873
H: 1.5240 -1.3070 0.5413
H: -0.2510 -1.6816 -1.1536
H: -0.8573 1.3714 -0.6779
H: -1.9790 0.6132 -1.9053
H: -2.6545 -0.8475 0.6610
H: -0.7682 0.3785 1.5584

Computed properties:
total charge	0
Kohn-Sham gap	9.5	eV
LUMO energy	1.11	eV

Entry B
The following is a quantum chemistry calculation of the molecule C5H8N2, from OMol25.

Element x y z (Å)
C: -1.8072 0.4041 -0.0452
C: -0.4409 1.0479 0.0318
N: 2.0036 -0.4775 -0.9502
C: -1.6409 -1.2974 0.0718
C: 1.6268 -0.3447 0.3801
C: 0.5616 0.3011 0.8577
N: -2.3796 -0.5699 0.8136
H: -2.5504 0.9845 -0.5893
H: 2.9938 -0.5747 -1.1124
H: 1.5683 0.1624 -1.5982
H: -1.8999 -2.2819 -0.2996
H: -0.0856 1.2291 -0.9898
H: -0.5968 2.0503 0.4524
H: 2.3149 -0.8176 1.0702
H: 0.3324 0.1842 1.9072

Computed properties:
total charge	0
Kohn-Sham gap	9.3	eV
LUMO energy	1.05	eV

Entry C
The following is a quantum chemistry calculation of the molecule C5H8N2, from OMol25.

Element x y z (Å)
C: -2.1926 0.1860 0.5860
N: -0.8846 -0.5099 -1.2376
C: -1.0581 -0.7583 0.1813
N: 0.2097 -0.4993 0.8682
C: 0.9971 -0.0527 -0.0412
C: 2.4109 0.3787 0.1710
C: 0.2892 -0.0295 -1.3418
H: -3.0398 0.1306 -0.1123
H: -2.5464 -0.0749 1.5748
H: -1.8554 1.2282 0.5907
H: -1.3461 -1.8016 0.3783
H: 2.6180 0.4612 1.2367
H: 3.1156 -0.3381 -0.2636
H: 2.6046 1.3445 -0.3059
H: 0.6778 0.3351 -2.2847

Computed properties:
total charge	0
Kohn-Sham gap	10.9	eV
LUMO energy	0.68	eV

Order of stability, best first: entry C, entry B, entry A

Entry A
The following is a quantum chemistry calculation of the molecule C5H8N2, from OMol25.

Element x y z (Å)
C: -1.9552 -0.9077 0.4196
C: -0.5323 -0.5579 0.0525
C: -0.1287 0.7226 -0.5774
N: 0.0452 0.5065 0.8776
C: 1.5242 0.4473 0.8040
C: 1.4998 0.6138 -0.6787
N: 2.1786 0.6229 -1.7402
H: -1.9519 -1.5691 1.2948
H: -2.4732 -1.4300 -0.3905
H: -2.5236 -0.0099 0.6800
H: 0.0956 -1.4137 -0.2013
H: 1.2039 0.7068 -2.0974
H: -0.9078 1.4288 -0.9331
H: 1.9690 1.3152 1.2954
H: 1.9565 -0.4758 1.1946

Computed properties:
total charge	0
Kohn-Sham gap	10.7	eV
LUMO energy	1.09	eV

Entry B
The following is a quantum chemistry calculation of the molecule C5H8N2, from OMol25.

Element x y z (Å)
C: 1.9252 0.4477 -0.3931
C: 0.5057 0.9407 -0.6489
N: -0.4859 0.0771 -0.0193
C: -0.7387 0.0411 1.3477
C: -1.5414 -1.0179 1.6755
N: -1.7948 -1.5957 0.3839
C: -1.1855 -0.8887 -0.6059
H: 2.6492 1.1186 -0.8660
H: 2.1360 0.4093 0.6799
H: 2.0622 -0.5575 -0.8032
H: 0.2877 0.9827 -1.7194
H: 0.3628 1.9472 -0.2415
H: -0.3496 0.8127 1.9915
H: -2.7658 -1.6477 0.7088
H: -1.1321 -1.0874 -1.6729

Computed properties:
total charge	0
Kohn-Sham gap	8.5	eV
LUMO energy	0.73	eV

Entry C
The following is a quantum chemistry calculation of the molecule C5H8N2, from OMol25.

Element x y z (Å)
C: -0.9498 1.1596 -0.2385
C: -0.1960 -0.1531 -0.1609
C: 1.2735 -0.0828 -0.5563
C: 2.0498 0.7094 0.4050
N: 2.6339 1.3412 1.1784
C: -0.6033 -1.1848 0.8200
N: -0.8462 -1.3778 -0.6116
H: -0.3191 1.9920 0.0924
H: -1.2666 1.3677 -1.2683
H: -1.8411 1.1466 0.3976
H: 1.3846 0.3627 -1.5521
H: 1.6846 -1.0954 -0.6031
H: -1.4480 -0.9586 1.4680
H: 0.1361 -1.8535 1.2565
H: -1.8220 -1.1969 -0.8354

Computed properties:
total charge	0
Kohn-Sham gap	10.9	eV
LUMO energy	0.87	eV

Order of stability, best first: entry C, entry B, entry A

Entry A
The following is a quantum chemistry calculation of C34H61N9O3SbSi3Y as an isolated structure, from OMol25.

Element x y z (Å)
Y: -0.3485 -0.8928 -0.9655
N: -2.4589 -2.2417 -1.3618
C: -3.1949 -2.6770 -2.5685
C: -3.0344 -1.6967 -3.7299
C: -1.8735 -1.9981 -4.6954
C: -0.6235 -1.1473 -4.5531
N: 0.1778 -1.5148 -3.3619
H: -2.3772 -3.0048 -0.6956
H: -3.0072 -1.5119 -0.9138
H: -4.2541 -2.7918 -2.3257
H: -2.8287 -3.6613 -2.8643
H: -2.9528 -0.6800 -3.3308
H: -3.9622 -1.7099 -4.3032
H: -2.2267 -1.8598 -5.7183
H: -1.5918 -3.0556 -4.6196
H: -0.8907 -0.0928 -4.4792
H: -0.0155 -1.2568 -5.4549
H: 1.0605 -1.0077 -3.4150
H: 0.4290 -2.4997 -3.4263
C: 2.2053 -4.8963 1.4423
Sb: 1.1528 -3.0343 1.7657
C: 1.8054 -2.0925 -0.1510
C: 1.4208 -3.1678 -1.0580
C: 2.2513 -3.7967 -2.0243
C: 1.7654 -4.8230 -2.7951
C: 0.4432 -5.2536 -2.6333
C: -0.3292 -4.5770 -1.7200
N: 0.1172 -3.5540 -0.9809
Si: 3.4481 -1.2851 -0.5205
C: 3.3943 -0.4744 -2.2274
C: 3.8633 0.0958 0.6736
C: 4.9505 -2.4466 -0.6868
C: 2.1725 -2.3872 3.6817
C: 2.0649 -0.8881 3.7213
C: 2.6316 -0.1179 4.7438
C: 2.5200 1.2589 4.7207
C: 1.8405 1.8669 3.6774
C: 1.2644 1.0485 2.7274
N: 1.3472 -0.2863 2.7576
Si: 0.9027 -3.0209 4.9730
C: -0.6545 -1.9844 4.8503
C: 1.5190 -2.8617 6.7397
C: 0.4208 -4.8163 4.7066
Si: 3.9057 -3.0800 4.0597
C: 5.0486 -2.8786 2.5998
C: 4.8346 -2.2769 5.4918
C: 3.8405 -4.8960 4.5374
H: 1.8607 -5.2966 0.4880
H: 1.9284 -5.6028 2.2235
H: 3.2889 -4.7954 1.4090
H: 3.2794 -3.4872 -2.1325
H: 2.4127 -5.3085 -3.5152
H: 0.0367 -6.0782 -3.2009
H: -1.3672 -4.8573 -1.5693
H: 2.6598 0.3277 -2.3060
H: 3.2163 -1.2030 -3.0253
H: 4.3769 -0.0359 -2.4258
H: 3.1409 0.9098 0.5811
H: 4.8494 0.4966 0.4232
H: 3.8795 -0.2185 1.7165
H: 5.2538 -2.4974 -1.7366
H: 4.7723 -3.4689 -0.3492
H: 5.8033 -2.0609 -0.1255
H: 3.1528 -0.6005 5.5538
H: 2.9648 1.8505 5.5113
H: 1.7383 2.9404 3.6102
H: 0.7155 1.4781 1.8946
H: -0.4639 -0.9366 5.0927
H: -1.3995 -2.3603 5.5565
H: -1.0870 -2.0360 3.8491
H: 1.7854 -1.8342 6.9941
H: 2.3742 -3.5018 6.9588
H: 0.7057 -3.1598 7.4074
H: -0.1142 -4.9686 3.7674
H: -0.2585 -5.0994 5.5158
H: 1.2689 -5.4999 4.7349
H: 5.3665 -1.8402 2.4876
H: 4.5732 -3.1812 1.6711
H: 5.9465 -3.4878 2.7325
H: 5.1917 -1.2757 5.2473
H: 5.7189 -2.8983 5.6641
H: 4.2838 -2.2324 6.4313
H: 3.3880 -5.5439 3.7905
H: 3.3266 -5.0563 5.4872
H: 4.8747 -5.2245 4.6745
C: -2.0485 1.0167 2.7595
C: -2.3099 0.0372 1.6306
C: -3.3865 -0.9673 2.0189
O: -1.1028 -0.7010 1.2752
C: -2.7457 0.7951 0.3600
O: -3.5925 1.6591 0.4494
O: -2.1478 0.4144 -0.7266
H: -1.6268 0.4974 3.6226
H: -2.9979 1.4636 3.0491
H: -1.3915 1.8291 2.4519
H: -3.1194 -1.4645 2.9525
H: -3.5198 -1.7316 1.2511
H: -4.3323 -0.4436 2.1540
H: -0.4166 -0.6824 1.9761
N: -0.3978 3.8241 1.2911
N: -0.1836 2.9024 0.2092
H: -0.8328 4.6775 0.9492
H: 0.5149 4.0807 1.6461
H: 0.2131 3.3914 -0.5884
H: -1.1019 2.5848 -0.0859
N: 0.3219 1.0367 -2.1793
C: -0.1316 1.9125 -2.8000
C: -0.6642 2.9493 -3.5329
C: -0.7248 4.2297 -2.9314
N: -0.7335 5.2430 -2.3796
C: -1.1522 2.6612 -4.8305
N: -1.5565 2.3625 -5.8689

Computed properties:
total charge	0
Kohn-Sham gap	7.8	eV
LUMO energy	0.07	eV

Entry B
The following is a quantum chemistry calculation of C34H61N9O3SbSi3Y as an isolated structure, from OMol25.

Element x y z (Å)
Y: 1.8037 -0.8913 -0.3902
N: 2.6896 0.7892 -2.1619
C: 3.5589 0.7584 -3.3565
C: 4.2844 -0.5836 -3.4110
C: 3.4731 -1.6455 -4.1660
C: 3.3956 -2.9727 -3.4287
N: 2.3260 -2.9092 -2.4086
H: 2.0077 1.5364 -2.2423
H: 3.3024 1.0215 -1.3832
H: 4.2790 1.5809 -3.3252
H: 2.9489 0.8895 -4.2513
H: 4.4491 -0.9040 -2.3762
H: 5.2692 -0.4685 -3.8638
H: 3.8962 -1.7979 -5.1598
H: 2.4462 -1.2919 -4.2975
H: 4.3422 -3.1917 -2.9342
H: 3.2061 -3.7853 -4.1363
H: 2.3580 -3.7646 -1.8629
H: 1.4372 -2.9293 -2.8984
C: -2.9829 0.4025 -1.8235
Sb: -1.3189 0.8377 -0.4751
C: -0.4707 -1.2872 -0.7822
C: -0.3829 -1.2013 -2.2365
C: -0.7297 -2.2257 -3.1540
C: -0.6293 -2.0095 -4.5101
C: -0.2094 -0.7672 -4.9852
C: 0.0891 0.1971 -4.0449
N: 0.0252 -0.0023 -2.7304
Si: -1.2309 -2.8638 -0.1032
C: -0.0505 -4.3310 -0.4109
C: -1.4138 -2.8895 1.7774
C: -2.8929 -3.3541 -0.9005
C: -2.7859 1.5659 1.1718
C: -2.0996 1.2353 2.4497
C: -2.5228 1.7354 3.6921
C: -1.9149 1.3090 4.8532
C: -0.8731 0.3935 4.7779
C: -0.4581 -0.0071 3.5260
N: -1.0426 0.4078 2.3943
Si: -2.7678 3.4480 0.8849
C: -1.0811 4.0960 1.4348
C: -4.0857 4.4071 1.8491
C: -3.0220 3.8591 -0.9418
Si: -4.5452 0.8591 1.2184
C: -4.4428 -1.0258 1.1007
C: -5.5009 1.2056 2.8215
C: -5.6558 1.5555 -0.1442
H: -2.5965 -0.0617 -2.7285
H: -3.4793 1.3362 -2.0867
H: -3.6937 -0.2683 -1.3447
H: -1.0904 -3.1753 -2.7837
H: -0.8940 -2.7948 -5.2078
H: -0.1271 -0.5609 -6.0428
H: 0.3837 1.1979 -4.3522
H: 0.9429 -4.1355 0.0013
H: 0.0616 -4.5864 -1.4677
H: -0.4414 -5.2171 0.0955
H: -0.4331 -3.0160 2.2444
H: -2.0292 -3.7474 2.0589
H: -1.8772 -1.9963 2.1881
H: -2.8372 -4.3723 -1.2943
H: -3.1617 -2.6920 -1.7265
H: -3.7112 -3.3281 -0.1803
H: -3.3357 2.4464 3.7264
H: -2.2506 1.6809 5.8132
H: -0.3999 0.0102 5.6713
H: 0.3728 -0.6908 3.4005
H: -0.8807 3.8144 2.4709
H: -1.0226 5.1845 1.3651
H: -0.2990 3.6637 0.8088
H: -3.8949 4.4028 2.9242
H: -5.0899 4.0135 1.6802
H: -4.0779 5.4491 1.5208
H: -2.2464 3.4040 -1.5615
H: -2.9770 4.9401 -1.0886
H: -3.9941 3.5138 -1.3003
H: -4.5802 -1.4840 2.0828
H: -3.4687 -1.3346 0.7233
H: -5.2098 -1.4307 0.4365
H: -5.0287 0.7376 3.6867
H: -6.5014 0.7775 2.7199
H: -5.6190 2.2710 3.0315
H: -5.2661 1.3817 -1.1474
H: -5.8137 2.6297 -0.0233
H: -6.6319 1.0699 -0.0753
C: 2.5252 2.8831 2.5024
C: 2.7257 2.1869 1.1679
C: 2.9737 3.2449 0.0947
O: 1.5361 1.4243 0.8062
C: 3.9232 1.1921 1.1780
O: 4.8769 1.3934 1.9050
O: 3.7839 0.2160 0.3353
H: 1.8538 3.7360 2.3894
H: 3.4920 3.2343 2.8575
H: 2.1286 2.1934 3.2443
H: 2.0495 3.7895 -0.1019
H: 3.3365 2.8212 -0.8405
H: 3.7283 3.9393 0.4600
H: 1.1144 1.1722 1.6418
N: 2.8377 -0.1839 3.7610
N: 2.8321 -1.2058 2.7493
H: 3.7921 0.0476 4.0240
H: 2.3658 -0.5430 4.5798
H: 3.1388 -2.0951 3.1351
H: 3.5573 -0.9412 2.0898
N: 3.0101 -2.6247 0.3428
C: 4.1404 -2.8662 0.1492
C: 5.4390 -3.2040 -0.0916
C: 6.5192 -2.4795 0.4760
N: 7.4224 -1.9150 0.9145
C: 5.7121 -4.2831 -0.9678
N: 5.9068 -5.1563 -1.6960

Computed properties:
total charge	0
Kohn-Sham gap	7.9	eV
LUMO energy	0.14	eV

Order of stability, best first: entry A, entry B